Entry from OMol25: a 8-piece molecular cluster, C31H66NO7Si overall (ωB97M-V with the def2-TZVPD basis set).

Results
total charge: -1
energy: -56916.0980 eV
multiplicity: 1

Geometry as XYZ:
```
106
Properties=species:S:1:pos:R:3:forces:R:3:lowdin_charge:R:1
H -7.031 -6.774 -3.169 0.00 0.01 0.00 0.108
C -5.825 6.087 6.126 0.00 0.00 0.01 -0.170
H 3.849 1.985 -1.977 -0.02 0.00 -0.02 0.112
H -1.043 -1.831 -5.663 0.01 0.01 0.00 0.109
H 2.465 4.745 1.856 -0.01 -0.01 0.00 0.114
C -6.550 -7.026 -2.221 0.00 -0.01 -0.02 -0.182
H -2.162 -0.228 1.378 -0.02 0.15 -0.06 -0.002
C 5.609 2.272 -3.198 -0.02 -0.04 -0.03 -0.210
H -4.680 -7.448 -3.307 0.00 0.00 0.00 0.106
H 0.075 -2.050 0.748 0.02 -0.08 -0.05 -0.003
C -0.149 -1.891 -3.695 0.07 0.03 0.01 -0.204
H 4.969 5.165 0.801 0.00 -0.01 -0.01 0.109
H 6.407 -2.838 0.291 0.00 0.01 0.00 0.110
O -5.736 -4.958 -1.435 -0.03 0.00 -0.02 -0.146
H -3.345 -3.984 1.445 -0.08 0.01 -0.08 0.003
C 4.286 -2.244 -1.372 -0.06 -0.03 -0.03 -0.191
C 0.888 -2.810 -5.614 -0.02 -0.02 0.01 -0.178
C 3.130 4.087 1.294 0.01 -0.02 -0.01 -0.207
H -2.529 2.253 1.938 0.00 -0.02 0.00 0.109
H 0.224 3.510 4.379 -0.01 0.01 0.01 0.108
H 2.729 -1.784 -5.002 0.01 0.00 -0.06 0.104
C -0.425 2.949 3.707 0.01 0.01 -0.02 -0.168
C -3.676 -3.025 1.026 0.12 0.05 0.26 -0.205
C -2.263 -0.412 0.302 0.02 -0.27 0.03 -0.223
O 5.047 2.784 -4.409 0.00 0.03 -0.01 -0.149
H 0.897 -2.937 -6.698 -0.01 0.01 0.00 0.102
H 2.984 2.699 -4.551 0.00 0.00 0.00 0.117
H -6.011 5.587 7.079 0.00 0.00 0.00 0.113
H 6.234 2.944 1.752 0.00 0.01 0.01 0.109
H -0.707 -3.408 1.558 0.00 0.01 -0.04 -0.003
H -4.951 4.198 5.422 0.01 0.00 -0.01 0.119
H -2.852 7.543 6.185 0.01 -0.01 0.00 0.116
H -5.099 8.016 5.469 0.00 0.00 0.00 0.112
C -6.764 -5.909 -1.206 0.03 0.01 0.01 -0.222
H 4.400 2.023 3.031 0.01 -0.01 -0.01 0.116
H -6.944 -7.985 -1.881 0.01 0.00 0.01 0.103
C 4.539 1.386 -2.577 0.04 -0.01 0.16 -0.170
H 4.780 4.769 2.514 -0.01 0.00 0.00 0.110
H -4.962 5.498 4.218 -0.01 0.00 0.00 0.121
H 6.632 -3.569 -2.660 0.01 -0.01 0.01 0.114
H -0.911 -1.209 -3.333 0.04 0.01 0.06 0.091
H -0.932 1.635 5.363 0.01 0.00 0.00 0.112
H -2.186 3.975 4.439 0.01 0.01 0.01 0.091
C 1.666 -1.581 -5.160 0.04 0.00 0.10 -0.243
C 4.603 -3.554 -0.666 0.02 0.00 -0.01 -0.162
H -4.815 -5.033 -3.280 0.01 -0.02 -0.01 0.118
O 1.094 -1.175 -3.925 0.00 0.00 -0.07 -0.175
H -6.781 6.239 5.628 0.00 0.01 0.00 0.110
C -2.614 2.396 3.020 0.03 0.00 -0.02 -0.204
C -0.815 1.589 4.273 0.01 0.00 -0.01 -0.205
H 0.093 2.825 2.755 0.02 -0.01 -0.02 0.107
C -5.031 -7.001 -2.377 0.04 0.00 0.02 -0.175
H 3.878 1.796 -5.788 0.01 0.01 -0.01 0.113
C -1.795 3.590 3.497 -0.01 -0.01 -0.03 -0.168
H 4.314 -4.401 -1.291 0.00 0.00 0.00 0.115
H 3.393 -2.292 -1.996 -0.01 0.03 -0.01 0.121
C -4.849 5.275 5.284 0.01 0.00 -0.01 -0.206
H -5.369 7.950 7.215 -0.01 -0.01 0.01 0.108
H -1.106 -3.424 -4.896 -0.01 0.01 0.03 0.108
H -1.790 4.405 2.773 0.01 0.00 -0.01 0.111
H 4.158 -1.426 -0.656 0.00 -0.01 0.02 0.113
C -3.618 6.839 6.515 -0.04 -0.01 -0.01 -0.208
Si -2.307 -2.283 -0.082 0.08 -0.08 -0.48 0.204
H 6.508 1.694 -3.439 0.00 -0.01 0.02 0.115
O -3.541 5.668 5.706 0.03 0.02 0.04 -0.155
H -0.003 -2.642 -2.919 -0.02 0.01 0.03 0.092
H 4.951 0.599 -1.946 0.04 0.01 -0.03 0.094
H 5.899 3.113 -2.563 0.00 0.02 -0.02 0.107
H -0.187 -3.579 -0.132 0.03 0.01 0.02 -0.007
H 2.855 4.139 0.235 0.01 0.01 0.00 0.117
H -7.733 -5.415 -1.313 0.00 0.00 0.01 0.112
H -3.360 -2.986 -1.956 -0.06 0.12 -0.08 -0.130
C -4.731 -5.508 -2.296 -0.02 -0.01 0.00 -0.201
H 1.580 -0.764 -5.890 0.00 -0.02 -0.02 0.113
C 5.245 3.037 1.303 0.01 -0.01 -0.07 -0.167
O 2.949 2.751 1.758 -0.05 0.01 0.04 -0.143
H -4.587 -3.200 0.449 0.03 0.00 0.01 -0.005
H -3.415 6.569 7.557 -0.01 0.01 0.01 0.116
H -0.097 0.803 4.034 0.00 0.00 -0.01 0.117
H 1.310 -3.710 -5.161 0.01 0.00 0.00 0.109
H -3.673 2.470 3.276 0.00 -0.01 -0.01 0.111
H -4.558 -7.527 -1.544 0.00 0.00 0.00 0.111
N -2.431 -2.659 -1.709 -0.04 -0.23 0.08 -0.203
C 6.125 -3.480 -0.546 -0.01 0.00 0.01 -0.173
H -3.169 0.062 -0.088 0.01 0.07 0.10 0.008
C -5.035 7.376 6.351 0.00 0.00 -0.01 -0.173
H 7.417 -2.226 -1.807 0.00 0.01 -0.01 0.113
H 4.090 -3.646 0.290 0.00 0.00 0.00 0.114
C -0.495 -2.533 -5.028 -0.03 -0.01 0.00 -0.171
H -1.399 0.009 -0.223 -0.06 0.08 0.05 0.008
C 6.503 -2.821 -1.868 -0.07 -0.03 0.06 -0.213
C 4.606 4.411 1.497 0.00 0.00 0.02 -0.170
H -3.917 -2.372 1.874 -0.01 -0.04 -0.03 0.003
O -2.068 1.255 3.683 -0.06 0.01 0.10 -0.146
C 3.835 0.841 -3.812 -0.08 -0.03 -0.03 -0.165
H 2.832 0.468 -3.611 0.00 0.02 -0.02 0.102
C -0.617 -2.888 0.597 -0.05 0.10 0.20 -0.216
O 5.418 -1.963 -2.206 0.04 0.10 -0.08 -0.160
H 4.183 1.126 1.515 -0.01 0.00 -0.01 0.114
H 5.330 2.811 0.238 0.00 -0.01 0.00 0.099
C 4.214 2.124 1.955 0.01 0.01 0.01 -0.203
C 3.852 2.056 -4.729 0.02 -0.02 0.04 -0.196
H -3.746 -5.273 -1.894 -0.03 0.08 0.03 0.103
H -6.685 -6.289 -0.180 -0.01 -0.02 0.00 0.115
H 4.421 0.026 -4.244 0.02 0.01 0.02 0.113
H 6.603 -4.449 -0.409 -0.01 -0.01 0.00 0.106
```
Positions in Å, forces in eV/Å.


Entry from OMol25: a 4-piece molecular cluster, C31H67ClN5O10PSSi overall at a distorted geometry (ωB97M-V with the def2-TZVPD basis set).

Results
SMILES string: CCCN[C@H]1[C@@](CCO[Si](C)(C)C)(CCC(C)C)[C@@H](CCCCOC=O)[C@](Cl)(P(N)O)OS1(=O)=O.CNC(C)=O.CNC(C)=O.CNC(C)=O
energy: -101673.8697 eV
multiplicity: 1

Geometry as XYZ:
```
117
Properties=species:S:1:pos:R:3:forces:R:3:lowdin_charge:R:1
H -2.985 1.314 0.200 2.44 -0.69 0.83 0.119
C 0.683 -0.844 1.699 0.93 -0.75 -0.56 -0.213
H 0.722 1.795 -5.904 0.38 0.08 -0.54 -0.029
C 4.372 3.745 -0.459 -1.34 -0.44 -0.19 -0.128
C -1.980 1.317 8.705 0.16 -0.76 0.29 -0.540
H -3.149 1.815 -3.371 -0.03 -0.65 -1.06 0.031
H 1.717 2.825 -2.244 1.08 -1.47 1.35 0.089
C -0.769 1.442 -0.571 -0.84 0.08 0.72 -0.122
H -2.589 1.123 10.598 0.01 0.20 -0.19 0.141
H 5.628 -3.331 -0.152 -2.39 0.35 1.19 0.117
H 1.215 -2.594 -0.389 0.37 1.49 -1.86 0.152
H 3.513 4.566 -0.361 2.13 -1.42 -0.14 0.090
N 3.017 2.877 -8.108 -0.27 -0.07 0.70 0.001
H -0.622 2.584 1.980 -1.79 -1.08 -0.40 0.112
C -6.073 -3.904 -4.272 0.10 -0.22 -0.13 -0.013
H 5.111 4.267 -3.137 -2.41 -0.82 -0.07 0.086
H 1.843 0.999 1.042 -0.28 -2.09 -1.19 0.120
H -2.982 3.776 9.216 0.04 -0.22 0.12 0.076
H 3.381 1.828 -9.847 -0.23 -0.05 -0.24 0.084
H 5.149 -4.482 1.983 -2.33 1.30 -0.33 0.083
H 0.279 -5.086 4.480 1.86 1.26 -0.85 0.055
H 4.273 3.076 0.523 0.45 1.38 -2.09 0.081
C -1.685 2.099 1.899 -0.43 0.46 0.62 -0.166
H 0.354 2.420 -7.523 0.03 -0.19 -0.09 0.089
H 4.761 2.006 -1.880 -1.72 1.30 0.09 0.122
H 2.607 -4.261 -0.528 1.39 1.58 -0.49 0.129
H 1.600 -1.814 5.905 -2.15 0.51 -0.98 0.059
H -1.717 0.287 3.453 -0.26 2.17 -0.21 0.098
H -1.905 -1.862 3.086 1.04 -2.31 0.10 0.036
C 1.200 -4.470 4.057 -0.48 -0.44 0.17 -0.207
H 3.550 0.277 -1.345 -2.45 0.54 -1.12 0.126
H -5.074 -1.702 -3.493 -0.26 0.04 0.05 0.044
C 2.392 2.658 -6.914 0.60 0.40 0.26 -0.524
C -7.297 -3.225 -3.725 -0.99 0.03 0.20 -0.550
H -6.343 -4.891 -4.657 -0.08 0.27 0.14 0.085
C -1.892 1.090 0.619 -0.51 0.69 -0.16 -0.182
H -1.320 2.180 -1.293 1.30 -1.50 1.08 0.104
H 4.080 -4.159 -1.697 -1.52 1.19 1.74 0.135
H -1.832 -3.522 4.063 0.98 1.34 -1.70 0.063
H -2.446 3.008 1.765 1.78 -1.91 0.41 0.133
C -0.004 1.998 4.645 2.79 5.33 4.00 -0.152
H 0.066 2.058 -0.021 -1.41 -1.44 -1.46 0.092
C -5.947 -1.187 -3.090 -0.46 0.28 0.23 -0.106
H -6.102 -0.253 -3.634 0.37 0.04 0.05 0.081
H 3.184 4.536 -3.288 1.65 -1.65 0.21 0.088
O -1.578 0.156 8.665 -0.18 0.51 -0.05 0.017
H 3.195 -4.203 1.899 2.19 0.92 -0.40 0.047
H 4.406 -2.843 2.544 -0.59 -2.02 -1.64 0.087
N -2.548 1.803 9.847 0.27 -0.33 -0.48 -0.005
C 1.378 -0.273 -0.925 -0.07 0.03 -0.16 -0.301
O -1.453 2.208 4.501 3.88 -1.80 -1.54 -0.134
H -0.828 -0.813 -0.807 1.27 1.81 -1.35 0.115
C 4.254 -3.726 1.756 1.70 0.45 0.33 -0.138
H -5.654 -3.316 -5.093 0.16 -0.05 0.16 0.086
H -1.888 -0.037 0.932 0.19 2.12 -0.52 0.095
C 3.947 2.842 -1.791 0.20 1.05 0.63 -0.381
H -0.093 -1.521 1.114 1.22 1.77 1.15 0.112
C 0.527 -1.767 5.420 -0.24 -0.48 0.63 -0.194
C 1.101 1.889 -6.926 -0.15 -0.04 0.14 -0.027
H 2.343 0.334 -2.900 0.62 0.83 2.41 0.133
C 3.456 -3.542 -0.888 2.02 -0.60 -0.88 -0.207
H 2.801 -0.607 0.821 -2.44 0.94 -0.27 0.131
O 1.209 -3.515 -3.642 -1.45 4.92 2.46 -0.330
O 1.505 -1.815 2.496 -2.53 0.26 0.42 -0.301
C 4.536 -3.101 0.268 -0.18 0.46 0.09 -0.224
H -3.026 -1.690 -1.506 -0.43 1.99 -0.70 0.084
H 2.476 3.351 -10.042 -0.13 -0.21 -0.21 0.083
C 1.576 -1.898 -1.269 1.87 0.42 0.33 -0.247
H -5.781 -0.964 -2.033 0.29 0.10 -0.18 0.074
P -2.408 -0.448 -3.240 -1.52 -0.92 -1.43 0.921
H -2.528 3.561 10.926 -0.16 0.28 -0.08 0.082
H -2.866 1.163 -4.955 -0.24 -0.38 1.45 0.038
H -2.863 2.567 7.209 0.13 0.15 0.00 0.092
H 0.170 -0.065 2.416 0.83 -1.57 -1.59 0.092
H -8.020 -1.580 -2.849 0.23 -0.12 -0.10 0.141
H 1.656 1.902 -9.404 0.19 0.12 0.11 0.076
C 2.595 2.457 -9.424 0.40 0.22 -0.09 -0.083
C -1.328 -2.894 3.201 -0.94 -0.20 -0.58 -0.217
C -0.201 0.070 -1.314 0.17 -0.22 1.14 -0.224
H 1.573 -5.029 3.099 -0.46 0.97 2.03 0.031
S 0.523 -2.442 -2.765 -2.44 -6.31 -0.33 0.849
H -4.129 3.027 10.356 -0.01 0.33 -0.02 0.082
C 2.480 0.616 -1.750 -0.20 -0.33 0.25 -0.127
C 2.413 2.233 -1.512 1.42 0.67 -0.59 -0.168
H 3.233 -2.251 -2.593 -0.49 -0.16 1.26 0.122
N 3.000 -2.282 -1.578 -1.93 -0.49 0.46 -0.086
H 5.445 4.207 -0.549 -2.19 -0.81 0.20 0.078
H 4.485 -1.926 0.376 0.01 -2.39 -0.43 0.089
O -8.403 -3.760 -3.741 0.56 0.18 -0.03 0.015
N -7.153 -1.974 -3.198 -0.19 -0.70 -0.29 -0.001
C 4.038 3.745 -3.165 1.49 -1.20 0.31 -0.120
Cl -0.262 1.591 -3.848 0.34 -1.59 1.30 0.676
H -1.396 1.716 6.691 -0.24 0.11 0.58 0.047
N -3.198 0.970 -3.982 0.80 -0.35 1.92 -0.219
H 4.106 2.973 -4.068 -0.56 2.05 1.91 0.071
H 0.063 -0.693 5.373 1.07 -1.97 0.38 0.016
H 1.981 -4.400 4.926 -1.20 -0.35 -1.88 0.050
H -0.170 -2.420 6.131 1.37 1.44 -1.49 0.069
H 0.606 1.080 4.222 -1.93 1.61 0.47 0.149
O -3.260 -0.727 -1.748 2.03 -0.50 -0.96 -0.354
H 1.266 0.886 -7.327 -0.16 0.09 -0.09 0.092
C -0.534 -0.021 -2.914 -0.25 1.32 1.71 -0.797
O 0.730 2.888 5.369 -5.20 -5.84 -4.79 -0.056
C 1.725 -0.112 0.668 0.27 -0.24 0.61 -0.081
H -5.331 -4.033 -3.479 0.09 0.10 -0.19 0.084
Si 0.522 -2.666 3.673 0.51 -0.34 1.19 0.469
H -1.399 -3.545 2.214 -0.12 1.45 1.88 0.063
H 3.880 3.401 -8.022 -0.22 -0.14 -0.04 0.144
H 2.143 2.576 -0.427 0.40 -1.02 -1.95 0.084
O 0.228 -1.031 -3.663 -0.15 -0.72 1.85 -0.343
O -0.755 -3.113 -2.165 3.41 3.47 -1.70 -0.387
C -2.006 1.418 3.365 -1.86 -0.07 -0.79 -0.179
C -3.075 3.126 10.086 -0.05 -0.24 0.40 -0.085
H -3.191 1.479 3.494 2.69 -0.23 0.00 0.152
H -1.250 3.105 7.784 -0.16 0.03 -0.14 0.095
C -1.868 2.242 7.525 0.12 -0.12 -0.10 -0.010
O 2.889 3.086 -5.875 -0.41 -0.24 -0.60 0.003
```
Positions in Å, forces in eV/Å.